ORCA calculation (the ωB97M-V functional and the def2-TZVPD basis) on an isolated ion of composition C4H8NO3 and charge -1 in a non-equilibrium geometry.

The calculation puts the LUMO energy at 3.583 eV. The net charge is -1. The energy relative to the best compared isomer or geometry (same formula, charge and spin) is 88.8 kcal per mole. Its HOMO energy is -2.8 eV. As for the multiplicity: 1. Its SMILES is O=C(O)NCCC[O-].

The geometry in XYZ format:
```
16
Properties=species:S:1:pos:R:3:forces:R:3:lowdin_charge:R:1
O 2.770 -1.066 1.149 0.0 -1.8 -0.9 0.03
C 1.646 -0.616 1.089 1.0 1.2 -1.3 -0.60
O 1.439 0.281 2.098 0.0 -1.4 0.4 0.10
N 0.751 -0.713 0.017 1.6 -2.0 -0.4 0.05
C -0.647 -0.206 -0.037 0.1 -1.3 -0.7 -0.26
C -0.765 1.135 -0.678 -2.3 -0.7 -1.1 -0.17
C -1.969 0.845 -1.946 0.1 0.7 2.8 -0.49
O -2.905 0.060 -1.505 -1.3 -1.2 0.6 -0.35
H 0.811 0.893 1.819 -2.2 1.8 -0.6 0.05
H 1.084 -1.389 -0.763 -0.7 1.7 2.2 0.18
H -0.947 -0.264 0.984 -0.8 0.2 0.8 0.09
H -1.397 -0.896 -0.643 1.4 0.9 1.2 0.13
H -1.112 1.933 -0.020 -0.1 0.0 -0.1 0.07
H 0.098 1.383 -1.214 1.6 0.7 -0.5 0.05
H -1.454 0.314 -2.746 1.0 0.8 -1.0 0.07
H -2.361 1.872 -2.040 0.6 0.4 -1.2 0.06
```
Forces are in eV/Å.